The following is a DFT calculation (ωB97M-V/def2-TZVPD) of one molecule with the formula C18H16N2O4S2.

```
42
Properties=species:S:1:pos:R:3:mulliken_charge:R:1
C 2.3097 4.6820 -0.6229 -0.809
O 2.5766 3.6426 0.2123 -0.490
C 2.8616 2.4518 0.1409 0.859
C 2.9659 1.8764 -1.0188 0.188
C 3.4153 0.7019 -1.4675 -2.218
C 3.6441 -0.0968 -0.3393 0.910
N 4.1252 -1.3659 -0.3712 -0.248
S 3.4601 -2.7179 0.3665 1.140
O 3.9003 -3.9337 0.0215 -0.621
O 3.7250 -2.6269 1.9361 -0.743
C 1.6805 -2.6770 0.2411 -0.063
C 1.1971 -3.5016 -0.6001 -0.533
S -0.6032 -3.2356 -0.6198 -0.318
C -0.4774 -1.7842 0.0379 0.740
C -1.6140 -0.7913 0.5427 0.424
O -1.3457 0.4293 0.5941 -0.663
N -2.6858 -1.3156 0.0112 -0.038
C -4.0169 -0.9193 0.1241 0.228
C -4.1756 0.7115 0.5960 -0.743
C -5.5693 1.0400 0.8143 -0.345
C -6.5514 0.3022 0.3554 -0.123
C -6.3899 -0.8266 -0.2663 -0.314
C -5.1624 -1.4996 -0.4220 -0.529
C 0.7398 -1.4806 0.6967 -0.732
C 3.6035 0.3687 1.0260 -0.891
C 3.1152 1.9246 1.2144 -0.661
H 1.5714 4.3025 -1.3063 0.359
H 3.2884 4.9182 -1.3831 0.242
H 2.0420 5.6012 -0.2807 0.273
H 2.7291 2.6711 -1.8260 0.117
H 3.6233 0.1988 -2.1813 0.939
H 4.1438 -1.6133 -1.2667 0.276
H 1.5164 -4.4586 -0.9112 0.493
H -2.7919 -2.2570 -0.0894 0.137
H -3.3349 1.1291 0.7838 0.783
H -5.5850 2.2755 1.1317 0.161
H -7.6114 0.6937 0.3508 0.274
H -7.2709 -1.6473 -0.5671 0.144
H -4.9564 -2.4328 -0.6649 0.494
H 1.1582 -0.5951 1.1534 0.567
H 3.7898 -0.3923 1.7763 0.527
H 2.9598 2.2483 2.0775 0.806
```

Results
E_HOMO = -8.31 eV
structure (SMILES) = COc1ccc(NS(=O)(=O)c2csc(C(=O)Nc3ccccc3)c2)cc1
energy above the lowest of the compared OMol25 structures with the same formula, charge and spin = 367.5 kcal per mole
LUMO energy = -0.25 eV
net charge = 0
gap between HOMO and LUMO = 8.06 eV
multiplicity = 1


The following is a DFT calculation (ωB97M-V/def2-TZVPD) of one molecule with the formula C18H16N4O2.

```
40
Properties=species:S:1:pos:R:3:mulliken_charge:R:1
H 1.5080 2.3389 -1.8628 0.341
N 0.8273 1.6469 -2.1162 -0.803
C 0.0617 1.1416 -1.1930 -0.008
O -0.8063 0.0915 -1.4486 -0.368
C -1.0902 -0.4652 -0.1764 1.260
C -2.0640 -1.5687 -0.2909 -1.475
O -1.9111 0.4286 0.6018 -0.456
C -1.3389 1.7661 0.8002 -0.859
C -2.1716 2.8674 0.0908 -0.353
C -3.6619 2.8970 0.5539 -1.413
C 0.1206 1.7132 0.3104 0.849
C 0.7143 2.9703 0.6528 -0.085
N 1.4765 3.7802 0.9469 -0.574
C 1.0172 0.4973 0.9537 1.803
C 2.3856 0.5641 0.3441 -0.181
N 3.4133 0.6336 -0.1608 -0.590
C 1.0831 0.6270 2.3717 -0.148
N 0.9777 0.8601 3.5014 -0.634
C 0.1642 -0.8728 0.5851 -0.460
C 1.0998 -1.9020 -0.0252 -0.094
C 2.1829 -2.4873 0.7389 0.028
C 3.1138 -3.3672 0.1819 -0.952
C 2.9584 -3.6570 -1.1862 -0.332
C 1.9822 -2.9901 -1.9747 -0.822
C 1.0083 -2.3110 -1.3418 0.079
H -3.0563 -0.9938 -0.5053 0.420
H -1.9091 -2.2006 -1.2358 0.267
H -2.0045 -2.2176 0.5977 0.312
H -1.3108 1.8731 1.8549 0.755
H -1.5941 3.7267 0.4299 0.388
H -2.1194 2.7443 -0.9903 0.327
H -3.8401 3.6439 1.2752 0.381
H -4.2312 2.0118 0.8659 0.332
H -4.2831 3.1432 -0.2756 0.400
H -0.3022 -1.3045 1.5049 0.911
H 2.1134 -2.3126 1.7816 0.515
H 3.9148 -3.8501 0.7177 0.407
H 3.6166 -4.2121 -1.8465 0.355
H 1.7943 -3.2626 -3.0901 0.267
H 0.1606 -1.9918 -1.9415 0.210
```

Results
E_HOMO = -9.58 eV
structure (SMILES) = [H]/N=C1/O[C@]2(C)O[C@H](CC)[C@@]1(C#N)C(C#N)(C#N)[C@@H]2c1ccccc1
energy above the lowest of the compared OMol25 structures with the same formula, charge and spin = 88.6 kcal per mole
LUMO energy = 0.44 eV
net charge = 0
gap between HOMO and LUMO = 10.02 eV
multiplicity = 1


The following is a DFT calculation (ωB97M-V/def2-TZVPD) of C18H16N5O8PtSe2 as an isolated structure.

```
50
Properties=species:S:1:pos:R:3:mulliken_charge:R:1
Pt -0.3624 -0.0280 -0.0909 1.525
O -1.9874 -4.0077 -5.6333 -0.637
N -2.7260 -4.1511 -4.6815 1.091
O -3.6581 -4.9267 -4.6539 -0.657
C -2.4775 -3.3196 -3.4684 -0.625
C -3.3573 -3.5111 -2.4550 -0.690
C -3.2609 -2.7533 -1.2464 0.982
C -4.1438 -2.8786 -0.1571 -0.641
C -3.9507 -2.0836 0.9425 -0.867
C -2.8865 -1.1701 0.9659 -0.063
N -2.0575 -1.0506 -0.0538 -0.228
C -2.2246 -1.8337 -1.1469 -0.006
C -1.2642 -1.6828 -2.2009 0.388
N -0.2663 -0.7970 -1.9396 -0.183
C 0.6420 -0.5410 -2.8614 -0.076
C 0.5951 -1.1910 -4.0995 -0.856
C -0.3826 -2.1109 -4.3778 -0.334
C -1.3688 -2.3882 -3.4035 0.460
H -4.1419 -4.2432 -2.5675 0.542
H -4.9492 -3.6006 -0.1928 0.456
H -4.6011 -2.1488 1.8023 0.401
H -2.6714 -0.5159 1.8030 0.561
H 1.4060 0.1742 -2.5800 0.532
H 1.3546 -0.9620 -4.8328 0.414
H -0.3983 -2.6152 -5.3271 0.548
O 3.5710 0.9181 -0.9505 -0.765
C 2.6651 0.6664 -0.1738 0.240
O 1.4201 0.8499 -0.4674 -0.694
C 3.0121 0.0650 1.1879 1.241
N 1.9836 0.4081 2.2160 0.084
C 2.6917 0.4806 3.5121 -0.669
C 3.9584 1.2214 3.1134 -0.564
C 4.3441 0.5380 1.7952 -0.918
H 3.0100 -1.0192 1.0615 -0.447
H 1.1842 -0.2336 2.2053 0.243
H 1.5663 1.3733 2.0305 -0.053
H 2.9104 -0.5361 3.8439 0.408
H 2.0592 0.9871 4.2379 0.382
H 4.7341 1.1612 3.8748 0.403
H 3.7153 2.2727 2.9457 0.275
H 4.9829 -0.3243 1.9853 0.333
H 4.8578 1.1952 1.0975 0.357
O -1.8506 3.0883 2.6312 -0.717
Se -0.7721 2.4652 1.6069 1.216
O -1.1884 2.6716 0.0523 -0.696
O -0.7214 0.7228 1.7724 -0.995
O 0.7858 2.8498 1.9677 -0.804
Se 3.0796 -3.9255 1.5385 -0.402
C 1.5195 -2.9715 1.4826 0.157
N 0.5341 -2.3537 1.4137 -0.650
```

Results
E_HOMO = -4.73 eV
energy above the lowest of the compared OMol25 structures with the same formula, charge and spin = 4.9 kcal per mole
LUMO energy = 0.17 eV
net charge = -1
gap between HOMO and LUMO = 4.90 eV
multiplicity = 1


The following is a DFT calculation (ωB97M-V/def2-TZVPD) of C18H17AsCuN4O6S4 as an isolated structure.

```
51
Properties=species:S:1:pos:R:3:lowdin_spin:R:1
Cu -0.1996 0.0230 -0.0348 0.001
C -2.9692 1.2947 1.4458 0.001
C -3.1771 0.1386 0.5344 0.000
N -2.2671 -0.4782 -0.1936 0.000
C -2.9258 -1.5066 -0.8534 0.000
C -4.2586 -1.4971 -0.5090 0.000
N -4.3828 -0.4492 0.3566 0.000
C -5.5057 -2.2990 -0.8201 0.000
O -5.3756 -3.2546 -1.6322 0.000
O -6.5424 -1.8853 -0.2766 0.000
C -2.1781 -2.4176 -1.7727 0.000
O -2.8899 -3.3477 -2.3914 0.000
O -0.9884 -2.3005 -1.9578 0.000
H -1.9324 1.6203 1.4147 0.001
H -3.2189 1.0278 2.4755 0.000
H -3.5978 2.1379 1.1499 0.000
H -5.2756 -0.2230 0.7653 0.000
H -3.8857 -3.3003 -2.1523 0.000
O 2.9072 -4.5238 4.3434 0.000
C 1.7978 -3.7347 4.7567 0.000
C 1.2919 -2.8959 3.6175 0.000
C 0.0953 -2.2060 3.7597 0.005
C -0.3331 -1.4009 2.7248 0.014
N 0.3461 -1.2628 1.5896 0.006
C 1.4971 -1.9125 1.4489 0.000
C 2.0004 -2.7497 2.4412 0.002
C 2.2343 -1.6451 0.1789 0.000
C 3.5324 -2.0823 -0.0343 0.000
C 4.1951 -1.6883 -1.1859 0.000
C 5.6450 -2.0385 -1.3858 0.000
O 6.4363 -1.7439 -0.2382 0.000
C 3.5175 -0.8953 -2.0948 0.000
C 2.2163 -0.5151 -1.8111 0.000
N 1.5884 -0.8852 -0.7044 0.000
H 3.3383 -4.8695 5.1287 0.000
H 2.0863 -3.0662 5.5749 0.000
H 0.9851 -4.3748 5.1169 0.000
H -0.4893 -2.2726 4.6701 0.000
H -1.2448 -0.8212 2.8027 0.005
H 2.9371 -3.2697 2.3154 0.000
H 4.0612 -2.6607 0.7104 0.000
H 6.0248 -1.5075 -2.2650 0.000
H 5.7666 -3.1086 -1.5670 0.000
H 6.1047 -0.9180 0.1364 0.000
H 4.0075 -0.5321 -2.9907 0.000
H 1.6646 0.1559 -2.4581 0.000
S 1.6586 4.3969 2.3073 0.568
As 1.5269 2.3413 1.5577 -0.013
S 3.4088 1.3736 1.3730 -0.001
S 0.2506 2.2681 -0.2006 -0.003
S 0.4022 1.9395 3.3494 0.416
```

Results
E_HOMO (spin up / spin down) = -1.94 / -1.90 eV
energy above the lowest of the compared OMol25 structures with the same formula, charge and spin = 1.7 kcal per mole
LUMO energy (spin up / spin down) = 3.67 / 3.67 eV
net charge = -2
gap between HOMO and LUMO (spin up / spin down) = 5.61 / 5.58 eV
multiplicity = 2
expectation value of S² = 0.76


The following is a DFT calculation (ωB97M-V/def2-TZVPD) of one molecule with the formula C18H17Cl2N3O3S.

```
44
Properties=species:S:1:pos:R:3:mulliken_charge:R:1
O -2.5800 2.6132 -1.4841 -0.662
C -2.3928 1.4177 -1.6059 0.469
C -3.4511 0.5324 -2.2330 -0.735
S -4.1373 -0.6877 -1.0425 -0.198
C -3.8685 0.1707 0.4935 0.227
C -3.1976 -0.4910 1.5127 -0.332
C -2.9426 0.1573 2.7064 -0.635
C -3.3578 1.4709 2.8677 0.316
Cl -3.0142 2.2959 4.3461 -0.225
C -4.0477 2.1283 1.8600 -0.693
C -4.3143 1.4719 0.6735 -0.234
N -1.2558 0.8287 -1.1799 0.368
C -0.8818 -0.5563 -1.3647 -0.982
C 0.0916 -0.9742 -0.2639 -1.283
N 1.3111 -0.1939 -0.3447 0.339
C 2.5542 -0.7166 -0.1596 0.373
C 3.6598 -0.1712 -0.8463 -0.229
C 4.9297 -0.6735 -0.7106 -0.785
C 5.1555 -1.7565 0.1335 -0.249
N 6.4669 -2.3028 0.2720 0.986
O 7.3684 -1.7695 -0.3460 -0.622
O 6.6062 -3.2694 0.9957 -0.627
C 4.1002 -2.2969 0.8622 -0.398
C 2.8316 -1.7807 0.7311 0.341
Cl 1.6273 -2.4356 1.7980 -0.210
C 1.1426 1.1406 -0.8868 -0.961
C -0.2477 1.6557 -0.5429 -1.259
H -3.0569 -0.0551 -3.0613 0.444
H -4.2613 1.1684 -2.5889 0.409
H -2.8828 -1.5135 1.3685 0.432
H -2.4187 -0.3476 3.5027 0.445
H -4.3759 3.1454 2.0016 0.431
H -4.8540 1.9803 -0.1091 0.414
H -0.4115 -0.6968 -2.3477 0.150
H -1.7634 -1.1974 -1.3084 0.597
H -0.3973 -0.8411 0.7083 0.495
H 0.3263 -2.0305 -0.3959 0.781
H 3.5025 0.6496 -1.5251 0.411
H 5.7576 -0.2532 -1.2600 0.469
H 4.2969 -3.1071 1.5479 0.554
H 1.8872 1.8042 -0.4408 0.737
H 1.2703 1.1548 -1.9785 0.374
H -0.3809 2.6800 -0.8989 0.540
H -0.3941 1.6520 0.5439 0.218
```

Results
E_HOMO = -8.58 eV
structure (SMILES) = O=C(CSc1ccc(Cl)cc1)N1CCN(c2ccc([N+](=O)[O-])cc2Cl)CC1
LUMO energy = -0.43 eV
net charge = 0
gap between HOMO and LUMO = 8.15 eV
multiplicity = 1


The following is a DFT calculation (ωB97M-V/def2-TZVPD) of one molecule with the formula C18H17ClFN3O2.

```
42
Properties=species:S:1:pos:R:3:mulliken_charge:R:1
O -0.1644 -0.7598 -1.4249 -0.745
C 0.1142 -0.5117 -0.2605 0.830
C 1.2173 0.3149 0.1584 0.118
C 2.1333 0.8021 -0.9402 -1.825
C 3.5460 0.3284 -0.7375 0.027
C 3.8350 -1.0354 -0.7426 0.479
F 2.8266 -1.9075 -0.9177 -0.285
C 5.1100 -1.5386 -0.5706 -0.803
C 6.1584 -0.6559 -0.3819 -0.328
C 5.9195 0.7055 -0.3569 -0.878
C 4.6284 1.1798 -0.5273 0.842
Cl 4.3789 2.9025 -0.4543 -0.203
C 1.4123 0.6256 1.4781 1.288
O 2.3894 1.4388 1.9244 -0.648
C 0.5492 0.0759 2.4636 -0.964
C -0.4546 -0.7410 2.0700 -0.212
N -0.6783 -1.0287 0.7699 0.130
C -1.7942 -1.8756 0.3981 -1.302
C -3.1215 -1.1166 0.4208 -0.155
C -3.1234 0.0521 -0.5723 -0.840
N -4.4100 0.6888 -0.6134 0.252
C -5.4885 0.2982 -1.3561 -0.215
C -6.5069 1.1409 -1.0166 -0.474
N -6.0808 2.0303 -0.0826 -0.665
C -4.8311 1.7326 0.1387 -0.040
H 1.7404 0.3771 -1.8690 0.403
H 2.1079 1.8908 -1.0231 0.604
H 5.2641 -2.6055 -0.5878 0.447
H 7.1616 -1.0282 -0.2492 0.374
H 6.7276 1.4023 -0.2011 0.425
H 2.8883 1.8211 1.1881 0.276
H 0.7206 0.3122 3.4984 0.453
H -1.1264 -1.1992 2.7807 0.398
H -1.8391 -2.7278 1.0806 0.439
H -1.5888 -2.2298 -0.6156 0.411
H -3.9234 -1.8101 0.1608 0.359
H -3.3185 -0.7340 1.4257 0.241
H -2.3783 0.7954 -0.2759 0.290
H -2.8629 -0.3111 -1.5700 0.340
H -5.4347 -0.5149 -2.0505 0.389
H -7.5130 1.1664 -1.3836 0.401
H -4.1900 2.2498 0.8252 0.368
```

Results
E_HOMO = -8.50 eV
structure (SMILES) = O=c1c(Cc2c(F)cccc2Cl)c(O)ccn1CCCn1ccnc1
LUMO energy = 0.59 eV
net charge = 0
gap between HOMO and LUMO = 9.09 eV
multiplicity = 1